(1)
{
  "formula": "C40H100O20",
  "method": "ωB97M-V/def2-TZVPD",
  "species": ["C", "O", "C", "C", "O", "C", "H", "H", "H", "H", "H", "H", "H", "H", "H", "H", "C", "O", "C", "C", "O", "C", "H", "H", "H", "H", "H", "H", "H", "H", "H", "H", "C", "O", "C", "C", "O", "C", "H", "H", "H", "H", "H", "H", "H", "H", "H", "H", "C", "O", "C", "C", "O", "C", "H", "H", "H", "H", "H", "H", "H", "H", "H", "H", "C", "O", "C", "C", "O", "C", "H", "H", "H", "H", "H", "H", "H", "H", "H", "H", "C", "O", "C", "C", "O", "C", "H", "H", "H", "H", "H", "H", "H", "H", "H", "H", "C", "O", "C", "C", "O", "C", "H", "H", "H", "H", "H", "H", "H", "H", "H", "H", "C", "O", "C", "C", "O", "C", "H", "H", "H", "H", "H", "H", "H", "H", "H", "H", "C", "O", "C", "C", "O", "C", "H", "H", "H", "H", "H", "H", "H", "H", "H", "H", "C", "O", "C", "C", "O", "C", "H", "H", "H", "H", "H", "H", "H", "H", "H", "H"],
  "xyz": [[-1.381350, -0.233075, -5.179839], [-1.254393, -1.567282, -5.624647], [-1.451216, -2.417322, -4.533403], [-1.172198, -3.805896, -5.067331], [-2.181149, -4.287155, -6.009347], [-3.139744, -5.153891, -5.397677], [-0.731629, -0.140506, -4.311480], [-2.380695, -0.129478, -4.836063], [-1.156893, 0.440519, -5.971801], [-2.548159, -2.345922, -4.301762], [-0.818577, -2.278952, -3.665062], [-1.107359, -4.443836, -4.210037], [-0.231320, -3.772408, -5.604663], [-3.934708, -4.609657, -4.868812], [-2.594740, -5.850965, -4.800764], [-3.645426, -5.754882, -6.127228], [-3.714049, 6.804373, 0.250362], [-2.666601, 7.243195, -0.679822], [-2.484312, 6.322943, -1.715990], [-1.346753, 5.344561, -1.429009], [-1.793557, 4.599128, -0.285578], [-0.850374, 3.619656, 0.097631], [-4.527215, 6.374084, -0.279592], [-3.949061, 7.687444, 0.863007], [-3.260094, 6.091640, 0.917248], [-2.050870, 6.944939, -2.558302], [-3.467440, 5.885105, -1.951875], [-0.361988, 5.841439, -1.225260], [-1.155581, 4.714450, -2.325081], [0.053367, 4.012053, 0.432514], [-0.638592, 2.956101, -0.750102], [-1.288636, 3.000046, 0.909608], [2.034662, -4.750420, 3.808306], [1.933627, -5.531986, 2.658517], [0.631446, -6.094051, 2.569448], [-0.087696, -5.753996, 1.251961], [-0.473531, -4.410739, 1.129122], [-0.516698, -3.946686, -0.180466], [1.584370, -3.762004, 3.775327], [3.126293, -4.509910, 3.961355], [1.797880, -5.310767, 4.783239], [0.015343, -5.733671, 3.351251], [0.733039, -7.223315, 2.644088], [-0.954233, -6.433999, 1.199735], [0.605697, -6.101701, 0.458345], [-1.206062, -3.124718, -0.325906], [-0.972764, -4.762050, -0.813127], [0.458701, -3.810537, -0.676009], [-7.109351, 1.406897, -2.097018], [-5.907052, 2.153418, -2.332104], [-6.142328, 3.103156, -3.445341], [-4.824903, 3.871366, -3.604097], [-3.785541, 3.032542, -3.982066], [-3.062367, 2.513861, -2.931487], [-7.925901, 2.090758, -1.969733], [-6.910905, 0.756090, -1.270023], [-7.293881, 0.697016, -2.981568], [-6.964329, 3.894604, -3.189701], [-6.492943, 2.564851, -4.377723], [-4.530073, 4.305201, -2.623155], [-4.841366, 4.660225, -4.336717], [-2.161043, 1.976114, -3.252790], [-3.700428, 1.876166, -2.293686], [-2.634693, 3.269207, -2.261644], [5.130070, -0.598807, 8.949293], [5.090120, 0.258947, 7.818985], [3.845325, 0.916015, 7.649111], [3.220960, 0.642997, 6.255007], [2.521175, 1.796838, 5.761723], [1.246344, 1.887311, 6.418159], [6.251270, -0.811937, 9.073014], [4.556622, -1.495078, 8.734984], [4.730740, -0.161758, 9.877077], [4.063272, 1.986273, 7.774558], [3.143269, 0.585159, 8.442575], [2.464094, -0.161191, 6.354650], [4.011758, 0.445608, 5.476710], [0.771453, 0.873714, 6.197501], [0.606903, 2.542078, 5.894742], [1.289960, 2.366428, 7.428548], [-6.268608, -2.930452, -0.034423], [-6.048201, -1.547859, -0.017005], [-4.894936, -1.173213, 0.741591], [-4.495186, 0.326788, 0.519802], [-5.102082, 1.101716, 1.510659], [-4.976043, 2.460123, 1.171292], [-5.392812, -3.475634, -0.325571], [-7.064953, -3.190602, -0.787318], [-6.670241, -3.269063, 0.934150], [-4.148645, -1.936030, 0.552620], [-5.171271, -1.263817, 1.830569], [-4.770950, 0.662350, -0.455208], [-3.367675, 0.475685, 0.564585], [-5.446564, 2.590464, 0.143319], [-3.934737, 2.849862, 1.136506], [-5.500421, 3.032785, 1.887732], [1.995638, 3.583287, -2.430092], [2.324666, 2.449220, -3.249087], [1.589188, 1.339137, -2.721337], [2.168300, 0.131993, -3.400052], [1.567122, -1.094593, -2.890569], [2.058239, -2.204108, -3.590777], [2.219880, 3.412216, -1.393079], [0.938611, 3.879336, -2.578311], [2.540438, 4.448103, -2.827883], [0.536468, 1.455041, -2.946213], [1.736628, 1.334203, -1.647876], [3.268277, 0.055177, -3.262352], [2.038957, 0.246690, -4.470956], [1.675266, -3.101811, -3.062867], [3.149025, -2.271738, -3.601047], [1.658270, -2.159514, -4.572636], [3.009289, -2.487041, -0.425464], [4.317957, -2.000900, -0.383872], [5.095982, -2.326020, 0.761560], [6.054863, -3.484225, 0.693662], [7.158578, -3.311343, -0.169921], [6.762639, -3.404924, -1.625311], [2.891191, -3.333781, -1.099800], [2.407936, -1.686178, -0.876919], [2.501632, -2.804023, 0.537894], [4.336063, -2.552288, 1.611095], [5.593234, -1.383486, 1.136740], [5.393811, -4.359858, 0.360989], [6.429000, -3.614723, 1.720454], [7.705404, -3.379676, -2.144049], [6.057411, -2.583329, -1.881064], [6.219913, -4.342501, -1.859656], [5.237719, 2.806723, -1.852319], [4.350783, 2.170582, -0.977226], [4.856184, 2.162305, 0.322047], [3.840364, 1.556794, 1.204974], [2.712545, 2.388271, 1.325598], [2.281549, 2.423978, 2.703727], [6.246402, 2.376417, -1.904906], [5.285047, 3.878345, -1.620192], [4.821962, 2.764662, -2.867617], [4.989031, 3.179856, 0.603567], [5.806012, 1.641584, 0.382572], [4.211207, 1.265794, 2.144038], [3.535883, 0.572912, 0.691322], [1.310017, 2.974438, 2.660846], [2.972817, 3.020619, 3.298646], [2.141370, 1.456009, 3.104076], [-1.255189, -0.368807, 3.649722], [0.100379, -0.381976, 3.436503], [0.571521, -1.038027, 2.275379], [0.145181, -0.487597, 0.919571], [-1.165607, -0.905932, 0.503624], [-1.350067, -0.492692, -0.822300], [-1.670067, -1.360485, 3.804777], [-1.799929, 0.071874, 2.789853], [-1.481944, 0.301152, 4.470410], [0.359948, -2.148091, 2.288782], [1.657370, -0.904064, 2.324478], [0.896440, -0.634222, 0.149357], [0.058542, 0.618856, 1.004665], [-2.029323, -1.129423, -1.345146], [-0.336828, -0.588370, -1.346279], [-1.580868, 0.573104, -0.919865]],
  "forces_ev_per_a": [[0.4, -1.2, 0.5], [0.9, 0.6, 0.0], [-1.8, -1.3, -1.6], [-1.3, 0.1, -0.8], [0.4, 0.1, 0.8], [0.3, 0.9, -0.3], [0.3, 0.6, 0.1], [-1.2, 0.7, 0.3], [0.2, 0.5, -0.5], [0.8, -0.1, 0.6], [0.3, 0.7, 0.3], [0.1, -0.9, 0.4], [0.2, -0.1, -0.1], [0.4, 0.0, 0.3], [0.1, -0.5, 1.0], [-0.1, 0.0, -0.9], [2.4, 1.4, 0.3], [-1.3, -0.1, 1.0], [1.8, 1.3, -1.1], [-0.6, -0.3, 0.5], [0.8, -0.1, -0.6], [-2.0, -1.5, -0.3], [-1.0, -0.2, -0.4], [-0.3, -0.3, -0.5], [-0.1, -0.6, 0.2], [-1.0, -0.7, 0.4], [0.7, -0.3, -0.3], [-0.9, 0.0, 0.1], [-0.3, 0.0, 0.4], [1.7, 1.0, 0.6], [0.0, -0.1, 0.0], [0.2, 0.4, -0.5], [2.6, -0.1, 2.1], [-0.8, 0.1, 0.0], [0.2, -0.9, -1.4], [1.0, -1.4, 0.0], [0.5, 0.3, 1.0], [-0.8, -2.0, -2.1], [-0.8, -0.1, -0.2], [-0.8, -0.3, -0.4], [-0.2, 0.7, -1.4], [-0.6, 0.2, 1.1], [-0.3, 1.2, -0.1], [-0.1, 0.3, -0.1], [-0.3, 0.6, 0.0], [0.4, 0.4, 0.6], [0.2, 0.5, 0.3], [0.0, 0.5, 0.6], [1.1, -1.0, -1.9], [-1.4, 1.1, -1.6], [-0.5, 0.6, 0.9], [-0.2, -0.4, 1.0], [0.7, -0.3, -1.4], [0.7, -0.8, 1.8], [-0.7, 0.1, 0.3], [-0.2, -0.1, 0.7], [0.0, 1.1, 1.0], [1.1, -1.5, -0.1], [0.6, 0.4, 1.0], [-0.6, 0.0, -0.4], [-0.5, 0.4, -0.3], [-0.5, -0.2, -0.5], [0.5, 0.0, -0.3], [-0.4, 0.4, 0.0], [1.9, 0.0, -0.2], [-0.3, -0.2, 0.3], [0.0, 0.0, 0.0], [0.3, 0.7, -0.4], [-0.4, -0.1, 0.9], [0.4, -1.1, -0.6], [-1.8, 0.0, 0.1], [0.1, -0.4, 0.1], [0.2, 0.2, -0.3], [-0.5, -0.1, -0.2], [0.3, 0.3, -0.4], [0.7, -0.1, -0.4], [-0.7, -0.1, 1.0], [0.2, 1.1, 1.5], [-0.4, 1.1, -1.1], [0.1, -1.3, -0.3], [-1.8, -0.1, -0.2], [0.2, 0.8, -0.5], [-0.9, 0.5, 1.1], [1.5, -1.8, 0.6], [0.1, 0.2, 0.2], [-0.1, 0.0, -1.9], [0.7, -0.4, 0.0], [0.7, 0.6, 0.6], [0.4, -0.1, -0.1], [0.8, 0.3, -0.2], [0.4, 0.1, -0.7], [-0.5, 0.1, -0.9], [-1.1, -0.5, 0.1], [0.6, 0.3, 1.1], [-0.3, -0.5, -0.1], [-0.7, 0.6, 0.8], [-0.2, 0.7, -1.8], [-0.8, 0.3, 1.0], [1.1, 0.3, -0.4], [0.5, -1.2, 0.5], [0.4, 1.7, -0.2], [-0.3, -0.8, 1.2], [0.1, -0.1, 0.5], [0.2, -0.4, 0.3], [0.3, -0.3, 0.2], [-0.5, 0.0, -0.1], [0.0, -0.3, 0.4], [-0.5, 0.3, 0.3], [-0.4, -0.2, -0.4], [0.2, 0.4, -0.4], [0.1, 0.2, 0.0], [-0.2, -0.3, -1.3], [-1.5, 0.1, 0.1], [0.9, -0.2, 0.5], [-1.5, 1.3, 2.3], [-1.1, -0.7, -0.9], [-1.0, -0.4, -1.9], [-0.5, 0.3, 1.9], [0.3, -0.4, -0.1], [0.0, -0.3, 0.2], [1.0, 0.5, -0.6], [1.2, 0.1, -1.1], [-0.2, -0.8, -0.8], [1.1, 0.6, 0.5], [0.0, -0.3, -0.4], [0.1, 0.2, -0.3], [0.8, -0.3, 0.1], [0.4, 0.2, 0.5], [-0.3, 0.7, -1.1], [0.2, -0.6, -0.7], [-0.1, 0.0, -0.1], [-1.4, -1.9, -2.0], [-0.1, -0.1, 0.9], [-0.9, 2.1, -1.5], [-0.1, -0.1, 0.4], [0.3, 0.0, 0.2], [-0.1, -0.2, 0.3], [0.5, 1.1, 0.6], [0.3, -0.3, 0.0], [0.8, -0.1, 1.4], [0.2, 1.0, 0.6], [0.6, -0.5, 0.3], [0.1, -0.2, 0.2], [-0.2, -1.1, 0.5], [-1.6, 0.6, -1.0], [1.4, 0.1, -0.3], [0.1, -1.1, -0.4], [-1.3, 1.7, 1.1], [0.7, -0.4, 0.2], [2.6, 0.4, -0.9], [-0.1, -0.3, 0.2], [0.2, -0.3, 0.2], [0.1, -0.2, 0.5], [0.0, 0.9, 0.1], [-0.1, -0.1, 0.0], [0.1, -0.6, -0.1], [0.4, -0.2, 0.1], [-0.8, -0.3, -0.2], [-1.3, -0.1, 0.2], [-0.5, 0.0, 0.1]],
  "energy_ha": -3088.27061,
  "e_lumo_ev": 0.52,
  "e_homo_ev": -9.320,
  "de_lowest_ev": 2.852,
  "homo_lumo_gap_ev": 9.8,
  "smiles": "COCCOC.COCCOC.COCCOC.COCCOC.COCCOC.COCCOC.COCCOC.COCCOC.COCCOC.COCCOC"
}


(2)
{
  "formula": "C29H51BrNO17",
  "method": "ωB97M-V/def2-TZVPD",
  "species": ["C", "C", "Br", "C", "N", "C", "C", "C", "C", "O", "O", "C", "C", "H", "H", "H", "H", "H", "H", "H", "H", "H", "H", "H", "C", "C", "O", "C", "O", "O", "C", "H", "H", "H", "H", "H", "H", "H", "H", "C", "C", "O", "C", "O", "O", "C", "H", "H", "H", "H", "H", "H", "H", "H", "C", "C", "O", "C", "O", "O", "C", "H", "H", "H", "H", "H", "H", "H", "H", "C", "C", "O", "C", "O", "O", "C", "H", "H", "H", "H", "H", "H", "H", "H", "C", "C", "O", "C", "O", "O", "C", "H", "H", "H", "H", "H", "H", "H", "H"],
  "xyz": [[2.437404, -3.105884, 0.556194], [3.812780, -3.238762, -0.335017], [3.675068, -4.937368, -1.456623], [4.058170, -2.024049, -1.409973], [3.584153, -0.658470, -0.964214], [3.827696, -0.013975, 0.384582], [3.263959, 1.495481, 0.824168], [2.364189, 2.378073, -0.266558], [1.782850, 3.866362, 0.103513], [2.554710, 4.964885, 0.304778], [0.298585, 4.042490, 0.224277], [2.136001, 1.631663, -1.739718], [2.792958, 0.152122, -2.011705], [1.966532, -4.178323, 0.750169], [2.759365, -2.638519, 1.606035], [1.642197, -2.392229, 0.025641], [4.742558, -3.429460, 0.388578], [3.439844, -2.319048, -2.387644], [5.183880, -1.966416, -1.747657], [4.439730, -0.587787, 1.206759], [3.503425, 1.902556, 1.914449], [-0.140589, 3.601028, -0.586084], [1.513454, 2.172211, -2.601896], [2.627101, -0.335071, -3.089349], [9.717256, 2.780271, 0.243408], [8.717825, 2.183999, 1.218767], [8.232916, 0.923381, 0.739984], [9.055715, -0.135671, 0.941847], [10.144373, -0.104995, 1.493086], [8.469064, -1.232920, 0.401440], [9.270134, -2.410445, 0.473244], [9.289309, 2.833343, -0.762923], [10.013508, 3.785047, 0.557329], [10.617507, 2.161901, 0.173108], [7.850290, 2.847609, 1.300938], [9.143488, 2.084847, 2.224265], [9.607815, -2.600598, 1.497413], [10.123786, -2.321728, -0.205159], [8.657762, -3.257350, 0.151291], [1.006764, -3.185314, 6.946618], [0.419885, -3.282005, 5.549494], [-0.154210, -2.030195, 5.153371], [0.724929, -1.095144, 4.715042], [1.934329, -1.232875, 4.623583], [0.028526, 0.030699, 4.418977], [0.847213, 1.127793, 4.019517], [0.260726, -2.806752, 7.652859], [1.356528, -4.163245, 7.288968], [1.850709, -2.489015, 6.973080], [-0.390868, -4.018492, 5.546295], [1.165114, -3.620653, 4.820112], [1.519299, 0.846322, 3.202093], [1.415848, 1.499393, 4.877068], [0.192067, 1.928232, 3.664578], [-1.293094, -2.371956, -7.022571], [-1.506721, -0.871304, -6.932350], [-2.046491, -0.512323, -5.654341], [-1.150327, -0.441776, -4.638835], [0.050284, -0.644658, -4.724601], [-1.824754, -0.130579, -3.503732], [-1.007460, -0.103428, -2.335518], [-2.214694, -2.908235, -6.774147], [-0.974995, -2.658685, -8.028795], [-0.530498, -2.705666, -6.312037], [-2.240344, -0.562986, -7.685000], [-0.582812, -0.317982, -7.137955], [-0.136171, 0.545257, -2.473982], [-0.695738, -1.119386, -2.075743], [-1.605716, 0.297010, -1.512329], [-2.933091, -0.423247, 3.283910], [-2.403897, 0.860186, 2.668701], [-3.303180, 1.349852, 1.666181], [-4.385970, 2.022795, 2.128838], [-4.645476, 2.248150, 3.300100], [-5.145254, 2.381040, 1.063333], [-6.364818, 3.030621, 1.415672], [-3.158523, -1.159539, 2.505636], [-2.203399, -0.850710, 3.977244], [-3.864120, -0.244431, 3.830706], [-1.450758, 0.657181, 2.168639], [-2.211135, 1.624650, 3.430595], [-6.185275, 3.880138, 2.082899], [-7.048401, 2.312942, 1.878789], [-6.826083, 3.406695, 0.498227], [-7.106172, 0.810406, -1.692753], [-8.022671, 2.015698, -1.806907], [-8.880285, 1.893738, -2.948465], [-9.961808, 1.091789, -2.785612], [-10.262010, 0.488073, -1.768072], [-10.639992, 1.056841, -3.959920], [-11.763980, 0.179335, -3.951701], [-6.562439, 0.649405, -2.629285], [-6.385223, 0.946719, -0.881867], [-7.676974, -0.102491, -1.496341], [-7.419602, 2.917563, -1.957548], [-8.606522, 2.168205, -0.891535], [-12.431152, 0.394549, -3.110467], [-11.424358, -0.860116, -3.919745], [-12.321524, 0.333709, -4.879717]],
  "forces_ev_per_a": [[0.3, 0.3, 0.3], [-0.1, 0.1, 0.9], [0.3, 1.4, 0.7], [0.4, -1.7, -1.1], [-2.1, 5.2, 0.7], [-1.7, 2.4, -1.2], [-1.0, -1.4, -3.9], [1.9, -4.2, -0.6], [1.8, 6.1, 0.8], [-5.1, -8.4, -1.3], [3.6, -1.7, -2.2], [2.2, -1.7, 2.9], [-0.5, 2.3, 2.3], [1.1, 2.5, -0.5], [-0.9, -0.9, -2.2], [1.7, -1.7, 1.2], [-2.1, 0.6, -1.8], [1.2, 0.9, 2.3], [-2.2, 0.0, 0.9], [-1.3, 1.0, -2.1], [-0.5, -1.0, -2.7], [0.9, 0.7, 1.9], [1.7, -1.5, 2.0], [0.4, 1.0, 2.8], [0.2, -0.2, -0.2], [0.4, 0.8, 0.1], [0.2, -1.1, 0.2], [0.9, 0.3, 0.2], [-1.8, -0.1, -0.8], [0.1, 0.9, 0.4], [0.4, -0.6, 0.0], [-0.1, 0.1, 0.2], [-0.1, -0.1, 0.0], [-0.1, 0.1, 0.1], [0.0, -0.4, -0.1], [0.0, -0.2, -0.3], [0.0, 0.2, -0.2], [0.0, 0.0, 0.2], [-0.1, 0.3, 0.0], [0.1, 0.3, 0.1], [0.3, -0.7, 0.4], [0.6, 1.1, -0.8], [0.2, -0.5, 0.5], [-1.5, 0.3, -0.2], [0.6, -0.8, 0.1], [0.2, 0.5, 0.0], [0.0, -0.2, -0.1], [-0.1, 0.1, -0.1], [-0.1, -0.2, -0.1], [0.0, 0.4, -0.1], [-0.1, 0.3, 0.1], [0.0, -0.1, 0.2], [0.1, -0.1, -0.2], [-0.1, -0.3, 0.2], [0.1, -0.2, 0.3], [0.3, -0.4, -0.8], [0.9, 0.4, 1.4], [-0.3, -0.3, -0.6], [-1.1, 0.4, 0.3], [0.6, -0.1, -0.7], [0.0, 0.1, 0.3], [0.1, 0.1, -0.2], [-0.1, 0.1, 0.1], [0.0, 0.1, -0.2], [0.0, 0.1, 0.4], [-0.1, -0.1, 0.3], [-0.2, -0.3, -0.1], [0.1, 0.1, -0.1], [-0.1, -0.1, -0.3], [-0.3, -0.1, 0.1], [0.2, -0.4, 0.6], [-0.6, 0.7, 0.0], [-0.3, 0.0, 0.7], [0.5, -0.3, -1.8], [0.9, -0.3, 0.7], [-0.6, 0.3, 0.1], [0.1, 0.1, 0.0], [-0.1, 0.1, -0.2], [0.2, 0.1, 0.0], [-0.3, 0.1, -0.2], [-0.3, -0.1, -0.2], [0.0, -0.3, 0.0], [0.1, 0.2, 0.1], [0.3, -0.2, 0.0], [-0.1, -0.3, 0.0], [0.4, -0.1, 0.4], [-0.9, -0.3, 0.0], [0.0, -0.4, 0.3], [0.4, 0.9, -1.4], [0.7, 0.2, 0.9], [-0.5, -0.3, -0.1], [0.0, 0.2, 0.1], [0.0, 0.0, -0.1], [0.0, 0.2, 0.1], [-0.3, -0.1, -0.3], [-0.1, -0.2, -0.3], [0.3, -0.1, -0.1], [-0.1, 0.1, 0.2], [0.3, 0.2, 0.1]],
  "energy_ha": -5042.89840,
  "e_lumo_ev": -5.58,
  "e_homo_ev": -12.062,
  "homo_lumo_gap_ev": 6.5,
  "total_charge": 1
}